# 1
Computed, not measured: C33H27F6N3O5V as an isolated structure, with ωB97M-V with the def2-TZVPD basis set.

```
! RIJCOSX wB97M-V def2-TZVPD def2/J DEFGRID3
* xyz -1 3
V -1.165 -0.830 0.569
F 2.535 -3.815 -0.654
F 1.218 -3.520 1.032
F 1.189 -1.493 -2.628
F 1.507 -3.578 -3.108
F 1.994 -1.813 -0.049
F -0.461 -2.705 -3.317
O -1.462 1.139 1.338
O -0.352 -1.308 2.247
O -0.668 -2.212 -0.655
O -2.570 -0.168 -0.777
O 0.264 0.713 0.076
N 2.131 2.591 -0.174
N -2.887 -1.764 1.166
N -3.991 -1.574 0.368
C 5.610 2.073 -1.259
C 1.518 -3.053 -0.192
C 4.228 3.524 0.678
C 1.443 4.847 0.418
C -6.824 0.307 -3.333
C 5.607 3.601 0.606
C -0.195 -3.337 5.219
C 1.208 3.463 0.359
C -2.338 -3.660 4.223
C 0.636 -2.710 -2.542
C 0.144 -2.459 4.215
C -6.055 -0.999 -1.465
C 0.256 -3.096 -1.093
C -0.719 5.229 1.414
C 4.215 2.008 -1.215
C -4.574 0.568 -2.526
C -7.057 -0.652 -2.356
C 3.441 1.131 -2.161
C -4.805 -0.389 -1.543
C 6.295 2.881 -0.357
C -0.289 -4.529 -1.103
C -0.429 1.547 0.745
C -5.580 0.916 -3.416
C -3.703 -0.733 -0.596
C -3.042 -2.507 2.200
C -1.448 -3.953 5.232
C -0.044 2.984 0.812
C -0.743 -2.152 3.161
C -0.976 3.875 1.337
C 3.521 2.742 -0.237
C 0.497 5.707 0.938
C -2.020 -2.776 3.180
C 6.384 1.272 -2.273
H -3.321 -4.119 4.220
H -3.596 1.027 -2.577
H 3.222 0.160 -1.709
H 7.377 2.930 -0.401
H -5.391 1.664 -4.176
H -1.455 5.907 1.826
H 3.989 0.949 -3.084
H 7.456 1.387 -2.115
H -0.631 -4.766 -0.098
H 6.142 0.210 -2.208
H 2.371 5.241 0.027
H 0.464 -5.251 -1.419
H 0.710 6.769 0.963
H -8.027 -1.132 -2.290
H -1.915 3.461 1.680
H 1.759 1.650 -0.290
H -7.610 0.578 -4.028
H 2.483 1.584 -2.415
H 3.693 4.044 1.460
H 6.148 4.207 1.322
H -1.717 -4.643 6.022
H 6.159 1.593 -3.293
H -6.222 -1.742 -0.697
H 1.114 -1.979 4.193
H -1.142 -4.563 -1.778
H 0.520 -3.549 6.005
H -4.024 -2.951 2.357
*
```

The highest occupied orbital energy (spin up / spin down) comes out at -4.94 / -5.09 eV. For the molar mass, the calculation gives 710.5 g mol⁻¹. The energy above the lowest of the compared OMol25 structures with the same formula, charge and spin is 0.00 kcal/mol. As for the expectation value of S²: 2.012. Its max |F| is 0.70 eV/Å. The orbital gap (spin up / spin down) is 7.63 / 7.74 eV.

Atomic partial charges in e from the Mulliken method, atoms 1 to 8: atom 1 (V): 0.247, atom 2 (F): -0.318, atom 3 (F): -0.266, atom 4 (F): -0.120, atom 5 (F): -0.307, atom 6 (F): -0.147, atom 7 (F): -0.268, atom 8 (O): -0.523

=====

# 2
Computed, not measured: C33H27F6N3O5V as an isolated structure at a distorted geometry, with ωB97M-V with the def2-TZVPD basis set.

```
! RIJCOSX wB97M-V def2-TZVPD def2/J DEFGRID3
* xyz -1 3
V -0.946 1.496 0.310
F 2.138 3.991 -1.122
F 1.564 1.001 1.538
F 2.599 2.873 1.241
F 2.410 2.684 -2.814
F 3.952 2.813 -1.301
F 3.622 1.008 0.884
O -0.194 -0.851 0.298
O -1.563 0.043 -1.159
O 0.592 1.816 -0.826
O -2.358 0.671 1.341
O -0.461 3.184 1.334
N 0.326 -3.414 0.081
N -2.313 2.828 -0.248
N -1.845 4.144 -0.248
C -4.284 -0.661 1.275
C -2.612 -4.806 -1.675
C 1.040 7.938 1.339
C -6.114 -0.108 -0.204
C 4.940 -4.347 1.482
C -1.048 -0.974 -0.621
C -5.432 1.020 -0.609
C 0.804 5.592 1.807
C 2.414 -2.972 1.920
C -5.526 -0.942 0.749
C 1.433 6.806 2.038
C 2.354 0.304 -1.392
C -1.416 -4.742 -0.986
C -4.155 1.318 -0.119
C -1.536 -2.332 -1.008
C 1.662 -5.020 -1.197
C 2.605 2.796 -1.490
C -0.224 5.504 0.875
C 3.775 -4.590 0.561
C -3.549 2.588 -0.470
C -2.743 -2.422 -1.695
C -3.286 -3.645 -2.038
C 0.015 7.852 0.407
C -0.616 6.641 0.174
C -3.549 0.459 0.842
C -0.882 4.186 0.635
C 2.862 -5.685 -1.372
C 1.933 1.625 -0.738
C -0.850 -3.507 -0.652
C 2.436 1.641 0.735
C 1.496 -4.143 -0.126
C 2.563 -3.931 0.770
C 3.917 -5.474 -0.504
H -0.916 -5.649 -0.674
H -0.292 8.731 -0.146
H 0.457 -2.460 0.417
H -7.092 -0.334 -0.608
H 2.804 -1.979 1.675
H -5.879 1.700 -1.326
H 1.970 -0.517 -0.790
H 3.435 0.205 -1.496
H 2.237 6.864 2.761
H -3.247 -1.496 -1.941
H -4.177 3.402 -0.832
H 5.825 -4.877 1.132
H 5.185 -3.285 1.550
H 1.374 -2.844 2.215
H 1.885 0.263 -2.372
H -6.052 -1.829 1.083
H 4.861 -5.984 -0.655
H -3.819 -1.309 2.005
H -3.029 -5.777 -1.914
H -1.411 6.559 -0.553
H 1.533 8.886 1.517
H 1.102 4.694 2.329
H 2.977 -6.358 -2.214
H 0.865 -5.160 -1.914
H 4.726 -4.687 2.499
H -4.228 -3.696 -2.568
H 2.959 -3.324 2.796
*
```

The highest occupied orbital energy (spin up / spin down) comes out at -5.24 / -5.25 eV. For the molar mass, the calculation gives 710.5 g mol⁻¹. The energy above the lowest of the compared OMol25 structures with the same formula, charge and spin is 17.11 kcal/mol. As for the expectation value of S²: 2.012. Its max |F| is 1.03 eV/Å. The orbital gap (spin up / spin down) is 7.87 / 7.85 eV.

Atomic partial charges in e from the Mulliken method, atoms 1 to 8: atom 1 (V): 0.493, atom 2 (F): -0.152, atom 3 (F): -0.194, atom 4 (F): -0.254, atom 5 (F): -0.280, atom 6 (F): -0.317, atom 7 (F): -0.321, atom 8 (O): -0.803

=====

# 3
Computed, not measured: C33H27N6O3OsS2 as an isolated structure, with ωB97M-V with the def2-TZVPD basis set.

```
! RIJCOSX wB97M-V def2-TZVPD def2/J DEFGRID3
* xyz 1 5
Os 0.587 0.197 1.782
S 1.997 -8.687 0.502
S 2.806 0.705 1.859
O 0.154 -10.499 0.341
O -1.515 -0.538 -0.347
O 1.504 2.850 -0.489
N 0.204 0.989 -0.125
N -1.033 1.009 -1.991
N -1.377 0.364 2.563
N 1.555 3.023 2.626
N 3.788 3.122 2.206
N 0.479 2.195 2.592
C 0.859 1.932 -3.310
C -0.439 -8.864 1.978
C 2.648 2.425 2.254
C -1.844 5.497 -1.502
C -0.931 3.429 -2.329
C 1.685 -6.974 0.813
C -4.003 0.869 3.204
C -1.048 4.374 -1.318
C -0.986 4.065 3.229
C -0.863 0.383 -0.808
C 2.745 1.597 -5.326
C 2.339 -4.924 1.893
C -3.589 -0.419 2.914
C 1.096 -2.877 1.447
C 0.413 -9.476 0.900
C -2.414 4.742 -3.704
C 1.950 0.533 -4.936
C -2.263 -0.635 2.586
C -1.614 3.628 -3.526
C 0.451 -4.957 0.361
C -0.132 2.140 -2.172
C -0.696 2.647 2.879
C -1.764 1.629 2.865
C 2.528 -6.273 1.676
C 2.603 2.831 -4.704
C 0.654 -6.303 0.151
C 0.902 -1.659 1.602
C -3.082 1.907 3.183
C 0.646 2.081 -0.843
C 1.293 -4.253 1.240
C -2.531 5.682 -2.690
C 1.664 3.000 -3.702
C 1.011 0.697 -3.925
H 3.475 1.469 -6.114
H -1.282 -9.526 2.156
H -0.799 -7.879 1.684
H 3.745 4.121 2.319
H -0.124 4.687 3.013
H 2.054 -0.429 -5.418
H -0.496 4.260 -0.394
H -1.807 0.795 -2.596
H -3.383 2.916 3.419
H -1.846 4.420 2.661
H 0.024 -6.842 -0.545
H -2.937 4.886 -4.640
H 2.986 -4.381 2.568
H 4.625 2.714 1.829
H -5.037 1.069 3.450
H -1.916 6.237 -0.715
H -1.225 4.154 4.291
H -1.501 2.913 -4.332
H 1.551 3.962 -3.220
H -4.277 -1.251 2.926
H -0.337 -4.432 -0.161
H 3.330 -6.795 2.179
H -1.886 -1.610 2.315
H 0.152 -8.741 2.886
H 0.400 -0.143 -3.622
H 3.222 3.665 -5.005
H -3.147 6.560 -2.831
*
```

The highest occupied orbital energy (spin up / spin down) comes out at -10.49 / -11.07 eV. For the molar mass, the calculation gives 810.0 g mol⁻¹. The energy above the lowest of the compared OMol25 structures with the same formula, charge and spin is 3.17 kcal/mol. As for the expectation value of S²: 6.079. Its max |F| is 0.95 eV/Å. The orbital gap (spin up / spin down) is 6.87 / 5.61 eV.

Atomic partial charges in e from the Mulliken method, atoms 1 to 8: atom 1 (Os): 0.459, atom 2 (S): -0.118, atom 3 (S): -0.525, atom 4 (O): -0.483, atom 5 (O): -0.657, atom 6 (O): -0.617, atom 7 (N): 0.011, atom 8 (N): 0.070